Computed, not measured: a cluster of 2 separate species, C4H11N2OS in total in a non-equilibrium geometry, with the ωB97M-V functional and the def2-TZVPD basis.

Geometry (Å):
C -1.961 -0.597 -0.155
C -2.212 0.704 -0.923
C -0.862 1.433 -1.096
S -0.429 2.289 0.450
H -1.476 -1.349 -0.782
H -2.927 -0.947 0.233
H -1.291 -0.380 0.703
H -2.600 0.451 -1.931
H -2.944 1.398 -0.470
H -0.937 2.152 -1.920
H -0.048 0.714 -1.359
N 1.976 0.418 0.818
C 1.879 -0.932 0.484
N 2.829 -1.649 1.204
O 1.090 -1.493 -0.295
H 0.976 1.076 0.600
H 2.768 0.526 1.402
H 3.480 -1.172 1.789
H 2.688 -2.640 1.248

HOMO-LUMO gap, Eh: 0.2459
E_LUMO, eV: 3.6930
Charge: -1
Energy above the lowest of the compared OMol25 structures with the same formula, charge and spin, kJ/mol: 132.7
DFT total energy, hartree: -741.99634

Computed, not measured: a structure of composition C27H46Cl2F6N3O5PtSi in a non-equilibrium geometry, with the ωB97M-V functional and the def2-TZVPD basis.

Geometry (Å):
C -2.594 -0.285 -4.608
C -1.852 -1.407 -3.954
H -2.209 -0.078 -5.615
H -2.545 0.619 -3.983
H -3.652 -0.594 -4.680
C -1.143 -2.318 -4.646
C -0.895 -2.287 -6.138
H -0.741 -3.206 -4.146
H -0.485 -1.335 -6.526
H -1.807 -2.508 -6.720
H -0.171 -3.082 -6.377
Pt 0.880 1.560 -1.014
Cl -1.438 2.341 -1.222
C -0.024 -1.533 1.195
O 0.766 -0.723 0.698
N 0.363 -2.453 2.106
C 1.737 -2.389 2.554
C -0.472 -3.520 2.640
H -1.094 -1.528 0.911
H 1.951 -1.388 2.960
H 2.424 -2.594 1.719
H 1.863 -3.143 3.335
H -1.497 -3.174 2.823
H -0.031 -3.843 3.590
H -0.505 -4.391 1.971
H 1.052 2.654 4.701
H -0.618 3.972 4.766
C 1.279 2.696 3.635
C -0.666 4.209 3.704
N 0.061 3.165 3.002
H 1.563 1.707 3.274
C -0.200 2.864 1.731
O 0.665 2.207 1.050
H -1.702 4.215 3.370
H -1.175 3.215 1.343
H 2.115 3.390 3.468
H -0.226 5.203 3.526
H 3.452 0.629 -4.061
H 2.420 -2.142 -3.487
C 4.160 0.350 -3.267
C 3.436 -2.014 -3.054
N 3.618 -0.718 -2.411
H 4.379 1.241 -2.675
C 2.979 -0.479 -1.255
O 2.833 0.680 -0.745
H 3.571 -2.809 -2.307
H 2.551 -1.373 -0.762
H 5.071 -0.060 -3.718
H 4.202 -2.129 -3.831
O -1.751 -0.224 -1.969
C -2.027 -1.409 -2.411
C -0.178 -3.124 -1.652
C -1.501 -2.683 -1.651
H 0.563 -2.520 -2.180
C 0.184 -4.314 -0.996
H -3.125 -1.388 -2.276
C -2.465 -3.459 -1.013
H 1.225 -4.654 -1.004
C -0.797 -5.075 -0.361
C -2.132 -4.657 -0.368
H -3.512 -3.139 -1.049
H -0.538 -6.014 0.125
H -2.916 -5.250 0.129
Si -0.747 4.241 -1.733
Cl 0.978 0.608 -3.079
C 0.808 4.716 -0.847
C -2.140 5.464 -1.542
C -0.221 3.937 -3.515
H 1.419 3.852 -0.532
H 0.531 5.299 0.030
H 1.464 5.340 -1.459
H 0.759 3.440 -3.582
H -0.170 4.927 -4.000
H -0.956 3.309 -4.043
H -2.585 5.460 -0.535
H -2.903 5.165 -2.280
H -1.766 6.478 -1.763
C -4.344 -1.470 1.606
C -3.488 -0.177 1.523
O -2.523 -0.219 0.667
C -4.516 1.032 1.151
F -5.664 0.981 1.898
F -3.970 2.270 1.314
F -4.877 0.903 -0.153
C -2.939 0.089 3.027
F -2.379 1.318 3.192
F -3.890 -0.079 3.991
F -1.944 -0.818 3.291
H -4.728 -1.669 0.601
H -5.165 -1.401 2.325
H -3.672 -2.296 1.859

HOMO-LUMO gap (alpha / beta), Eh: 0.1873 / 0.2348
E_LUMO (alpha / beta), eV: 2.4650 / 2.4550
Charge: -1
Energy above the lowest of the compared OMol25 structures with the same formula, charge and spin, kJ/mol: 63.8
DFT total energy, hartree: -3525.27625
Multiplicity: 3

Computed, not measured: the molecule C4H9NO2 in a non-equilibrium geometry, with the ωB97M-V functional and the def2-TZVPD basis.

Geometry (Å):
O 1.466 1.334 0.706
C 0.905 0.100 1.038
C -0.833 0.462 1.017
O -1.386 -0.503 0.166
C -0.898 -0.369 -1.160
C 0.645 -0.523 -1.226
N 1.181 -0.895 0.076
H 0.553 1.660 0.727
H 1.226 -0.258 2.029
H -1.278 1.469 0.693
H -1.254 0.329 2.017
H -1.219 0.595 -1.589
H -1.391 -1.168 -1.715
H 1.135 0.415 -1.504
H 0.938 -1.278 -1.961
H 0.821 -1.783 0.410

HOMO-LUMO gap, Eh: 0.3575
E_LUMO, eV: 0.9504
Charge: 0
Energy above the lowest of the compared OMol25 structures with the same formula, charge and spin, kJ/mol: 308.7
DFT total energy, hartree: -362.96797
SMILES string: O[C@H]1COCCN1

Computed, not measured: a cluster of 2 separate species, C3H8N4O in total in a non-equilibrium geometry, with the ωB97M-V functional and the def2-TZVPD basis.

Geometry (Å):
C 0.732 -1.109 -0.612
C -0.339 -0.929 0.581
C -1.580 -0.874 -0.222
H 3.102 1.005 -0.332
H 1.711 0.714 0.860
H 0.860 -2.068 -1.054
H -0.256 -1.793 1.257
H -0.095 1.188 0.997
H -2.126 -1.716 -0.418
H -0.320 1.321 -0.539
H -1.727 2.177 -0.497
N 1.915 0.940 -0.208
N 1.799 -0.344 -0.603
N -2.245 0.268 -0.646
N -1.375 1.198 -0.175
O -0.057 0.021 1.610

HOMO-LUMO gap, Eh: 0.3294
E_LUMO, eV: 0.5187
Charge: 0
Energy above the lowest of the compared OMol25 structures with the same formula, charge and spin, kJ/mol: 849.5
DFT total energy, hartree: -413.09249

Computed, not measured: the ion C7H7N2O4S with charge -1 in a non-equilibrium geometry, with the ωB97M-V functional and the def2-TZVPD basis.

Geometry (Å):
O -2.723 -1.530 -1.632
C -2.409 -0.796 -0.701
N -1.974 -1.084 0.478
O -1.545 -2.263 0.891
N -2.418 0.644 -0.804
S -1.162 1.574 -0.106
O -0.904 2.610 -1.084
O -1.514 2.158 1.200
C 0.277 0.460 0.111
C 0.711 -0.361 -0.934
C 1.932 -0.976 -0.765
C 2.716 -0.619 0.286
C 2.301 0.189 1.335
C 1.079 0.753 1.197
H -1.715 -0.298 1.014
H -2.455 1.059 -1.719
H 0.240 -0.568 -1.819
H 2.230 -1.655 -1.463
H 3.735 -1.103 0.304
H 2.945 0.423 2.221
H 0.654 1.383 1.991

HOMO-LUMO gap, Eh: 0.2201
E_LUMO, eV: 3.1577
Charge: -1
Energy above the lowest of the compared OMol25 structures with the same formula, charge and spin, kJ/mol: 0.0
DFT total energy, hartree: -1079.55739
SMILES string: O=C(N[O-])NS(=O)(=O)c1ccccc1

Computed, not measured: a cluster of 4 separate species, C23H23BF24O9 in total, with the ωB97M-V functional and the def2-TZVPD basis.

Geometry (Å):
C -9.091 5.476 -1.549
O -7.850 4.810 -1.841
B -7.963 3.561 -2.421
O -8.378 3.412 -3.721
C -7.593 2.310 -1.549
C -6.427 1.663 -1.501
C -5.159 1.853 -2.265
C -4.692 3.303 -2.400
C -4.346 3.998 -1.088
O -5.393 3.959 -0.138
C -6.561 0.582 -0.479
O -5.718 -0.094 0.022
O -7.889 0.484 -0.127
C -8.482 1.665 -0.554
O -9.499 2.065 -0.088
H -8.853 6.376 -0.987
H -9.732 4.841 -0.935
H -9.605 5.753 -2.470
H -7.856 3.929 -4.342
H -5.325 1.446 -3.268
H -4.377 1.244 -1.807
H -5.427 3.905 -2.950
H -3.788 3.309 -3.017
H -4.064 5.033 -1.316
H -3.477 3.533 -0.621
H -6.090 4.565 -0.420
F -2.895 1.620 1.033
C -3.622 1.203 2.097
F -4.354 2.244 2.544
C -2.704 0.731 3.228
F -2.014 1.770 3.740
F -3.552 0.273 4.197
C -1.760 -0.438 2.926
O -0.425 -0.113 2.579
C -0.039 0.127 1.301
F -0.995 -0.160 0.403
F 1.015 -0.697 1.033
C 0.501 1.556 1.119
F -0.402 2.467 1.508
F 0.763 1.750 -0.200
H -4.295 0.403 1.784
H -1.665 -0.963 3.875
H -2.210 -1.130 2.215
H 1.421 1.680 1.693
F 4.921 -1.757 -3.541
C 3.670 -1.403 -3.902
F 3.675 -1.113 -5.221
C 3.209 -0.162 -3.129
F 3.934 0.910 -3.500
F 1.919 0.039 -3.543
C 3.134 -0.257 -1.602
O 4.229 0.258 -0.866
C 5.319 -0.488 -0.563
F 5.157 -1.790 -0.860
F 5.506 -0.416 0.784
C 6.610 0.072 -1.184
F 6.486 0.189 -2.516
F 7.617 -0.793 -0.916
H 2.988 -2.238 -3.725
H 2.308 0.394 -1.330
H 2.864 -1.263 -1.280
H 6.839 1.045 -0.747
F 8.406 -5.490 1.620
C 8.784 -4.270 2.050
F 9.936 -4.402 2.744
C 7.724 -3.662 2.975
F 7.651 -4.362 4.123
F 8.207 -2.416 3.276
C 6.325 -3.425 2.399
O 5.334 -4.397 2.669
C 5.145 -5.486 1.875
F 5.856 -5.423 0.737
F 3.831 -5.509 1.527
C 5.399 -6.802 2.627
F 6.633 -6.814 3.163
F 5.299 -7.825 1.750
H 8.959 -3.616 1.192
H 5.966 -2.536 2.915
H 6.374 -3.176 1.338
H 4.656 -6.924 3.417

HOMO-LUMO gap, Eh: 0.3453
E_LUMO, eV: -0.6960
Charge: 0
DFT total energy, hartree: -3989.13674
SMILES string: COB(O)C1=C(CCCO)C(=O)OC1=O.FC(F)C(F)(F)COC(F)(F)C(F)F.FC(F)C(F)(F)COC(F)(F)C(F)F.FC(F)C(F)(F)COC(F)(F)C(F)F

Computed, not measured: a structure of composition C24H35N2Os in a non-equilibrium geometry, with the ωB97M-V functional and the def2-TZVPD basis.

Geometry (Å):
C 1.420 1.352 1.791
C 0.445 0.619 2.551
C -0.828 1.246 2.358
C -0.663 2.308 1.402
C 0.738 2.387 1.079
Os -0.089 0.490 0.476
C -1.233 -0.625 -2.556
C 0.152 -0.167 -2.216
H 0.964 -0.790 -2.598
C 0.471 1.018 -1.519
H -0.130 1.925 -1.677
H 1.549 1.237 -1.479
C -1.191 -1.580 -3.749
H -0.563 -2.451 -3.541
H -2.200 -1.927 -4.002
H -0.785 -1.055 -4.619
C -2.174 0.543 -2.904
H -2.181 1.325 -2.139
H -1.872 0.997 -3.853
H -3.197 0.172 -3.014
C 0.708 -0.516 3.497
H 1.604 -1.069 3.202
H 0.849 -0.153 4.523
H -0.139 -1.212 3.502
C -2.045 0.940 3.178
H -2.343 -0.105 3.045
H -1.848 1.094 4.248
H -2.880 1.582 2.889
C -1.709 3.281 0.945
H -2.702 2.820 0.965
H -1.725 4.171 1.589
H -1.496 3.610 -0.079
C 1.388 3.475 0.273
H 0.720 3.821 -0.522
H 1.627 4.336 0.913
H 2.319 3.116 -0.177
C 2.911 1.187 1.854
H 3.349 1.255 0.850
H 3.361 1.982 2.467
H 3.177 0.220 2.294
C -1.888 -0.372 -0.186
C -1.757 -1.270 -1.328
C -3.151 -0.227 0.394
C -2.805 -2.295 -1.490
H -0.883 -1.609 -0.606
C -4.157 -1.168 0.155
H -3.375 0.620 1.048
C -3.951 -2.229 -0.750
H -2.644 -3.081 -2.225
H -5.106 -1.092 0.689
H -4.733 -2.978 -0.878
C 4.427 -2.387 0.750
N 3.429 -2.120 -0.301
C 3.765 -2.531 -1.676
C 2.296 -1.568 -0.023
N 1.161 -1.279 0.210
H 5.305 -2.816 0.264
H 4.030 -3.097 1.492
H 4.708 -1.455 1.266
H 3.060 -3.297 -2.036
H 3.734 -1.668 -2.360
H 4.775 -2.943 -1.653

HOMO-LUMO gap (alpha / beta), Eh: 0.2172 / 0.2354
E_LUMO (alpha / beta), eV: -2.2379 / -4.8040
Charge: +1
Energy above the lowest of the compared OMol25 structures with the same formula, charge and spin, kJ/mol: 147.2
DFT total energy, hartree: -1135.21447
Multiplicity: 5

Computed, not measured: the molecule C4H3NO3 in a non-equilibrium geometry, with the ωB97M-V functional and the def2-TZVPD basis.

Geometry (Å):
O -1.790 0.543 2.471
C -1.929 0.229 1.325
C -0.834 0.094 0.300
N -0.889 -0.604 -0.772
C 0.279 -0.415 -1.358
C 1.195 0.071 -0.498
O 2.579 -0.148 -0.556
O 0.617 0.344 0.631
H -2.899 0.160 0.486
H 0.654 -0.834 -2.223
H 3.018 0.559 0.193

HOMO-LUMO gap, Eh: 0.3220
E_LUMO, eV: -0.4511
Charge: 0
Energy above the lowest of the compared OMol25 structures with the same formula, charge and spin, kJ/mol: 351.5
DFT total energy, hartree: -434.59345
SMILES string: O=Cc1ncc(O)o1